(1)
Molecular formula: C22H30O2S
Method: DFT, wB97M-V/def2-TZVPD

Properties
HOMO energy (eV): -8.11
Molecular weight (g mol⁻¹): 358.5
E_tot (eV): -38230.6747

Geometry as ORCA input:
```
! wB97M-V def2-TZVPD RIJCOSX def2/J DEFGRID3
* xyz 0 1
C -0.11 2.35 5.19
C -0.46 2.08 3.76
C -1.62 1.15 3.56
C 0.21 2.65 2.76
C -0.03 2.48 1.30
C 1.06 1.61 0.63
C 0.97 0.17 1.06
C 1.84 -0.21 2.22
C 0.15 -0.66 0.43
C -0.07 -2.12 0.72
C 1.04 -3.00 0.12
C 1.23 -2.73 -1.35
C 2.42 -1.90 -1.70
C 0.33 -3.17 -2.23
C 0.33 -2.90 -3.69
S 0.39 -1.10 -4.12
C -0.91 -0.42 -3.17
C -1.95 -1.19 -2.66
C -2.93 -0.62 -1.88
C -2.91 0.73 -1.59
C -1.91 1.52 -2.11
C -0.91 0.96 -2.91
C 0.15 1.79 -3.48
O 0.93 1.41 -4.32
O 0.19 3.05 -3.00
H -0.98 2.73 5.73
H 0.20 1.42 5.68
H 0.70 3.07 5.28
H -1.73 0.49 4.42
H -1.49 0.54 2.67
H -2.55 1.71 3.45
H 1.05 3.30 3.00
H -1.01 2.03 1.10
H -0.01 3.46 0.82
H 0.92 1.67 -0.46
H 2.04 2.02 0.87
H 1.56 -1.17 2.64
H 1.77 0.55 3.00
H 2.88 -0.27 1.90
H -0.41 -0.28 -0.41
H -1.03 -2.42 0.30
H -0.11 -2.29 1.80
H 0.77 -4.05 0.28
H 1.97 -2.81 0.65
H 2.57 -1.84 -2.78
H 2.29 -0.89 -1.31
H 3.32 -2.32 -1.25
H -0.50 -3.76 -1.86
H 1.24 -3.27 -4.17
H -0.53 -3.35 -4.19
H -2.00 -2.25 -2.89
H -3.73 -1.24 -1.50
H -3.68 1.17 -0.97
H -1.88 2.58 -1.91
H 0.91 3.53 -3.44
*
```

---

(2)
Molecular formula: C9H10N3
Method: DFT, wB97M-V/def2-TZVPD

Properties
HOMO energy (alpha / beta) (eV): -13.92 / -12.83
Molecular weight (g mol⁻¹): 160.2
ΔE to the lowest compared entry with this formula, charge and spin (kcal/mol): 147.1
E_tot (eV): -13951.0195

Geometry as ORCA input:
```
! wB97M-V def2-TZVPD RIJCOSX def2/J DEFGRID3
* xyz 1 1
C 1.98 -2.83 -0.44
C -0.15 0.04 0.19
C 1.02 -0.25 -0.59
C -0.74 -0.96 1.02
C 0.90 -2.43 0.38
C 3.40 -3.36 -0.27
C -0.81 1.38 -0.02
C 1.81 0.64 -1.47
C -1.96 -0.76 1.85
N 1.40 -1.53 -0.58
N -0.10 -2.17 1.12
N 4.32 -2.59 -0.35
H 3.56 -4.48 0.06
H -1.87 1.11 -0.05
H -0.37 2.09 0.75
H -0.50 2.01 -0.89
H 1.01 0.83 -2.26
H 2.03 1.45 -0.95
H 2.67 0.18 -1.68
H -2.58 -0.16 1.22
H -2.20 -1.73 2.16
H -1.54 -0.16 2.82
*
```

---

(3)
Molecular formula: IO4S
Method: DFT, wB97M-V/def2-TZVPD

Properties
HOMO energy (eV): -4.88
Molecular weight (g mol⁻¹): 223.0
ΔE to the lowest compared entry with this formula, charge and spin (kcal/mol): 4.1
E_tot (eV): -27126.4575

Geometry as ORCA input:
```
! wB97M-V def2-TZVPD RIJCOSX def2/J DEFGRID3
* xyz -1 1
O -1.30 0.09 -0.85
O -0.40 0.28 1.40
O 0.94 1.03 -0.64
O 0.68 -1.45 -0.10
S -0.11 0.24 -0.05
I 2.16 -1.08 0.99
*
```

---

(4)
Molecular formula: C18H36NO8S2Si3Yb
Method: DFT, wB97M-V/def2-TZVPD

Properties
HOMO energy (alpha / beta) (eV): -8.23 / -8.22
Molecular weight (g mol⁻¹): 715.9
E_tot (eV): -113961.6191

Geometry as ORCA input:
```
! wB97M-V def2-TZVPD RIJCOSX def2/J DEFGRID3
* xyz 0 2
Yb -0.60 -0.03 -0.43
O -2.17 -1.55 0.12
S -3.31 -0.60 0.02
O -4.34 -0.74 0.99
O -2.68 0.74 -0.06
C -4.05 -0.94 -1.58
C -5.40 -1.23 -1.55
C -6.09 -1.55 -2.72
C -5.43 -1.59 -3.92
C -4.07 -1.30 -3.97
C -3.37 -0.97 -2.82
S -1.65 -0.57 -3.06
O -1.36 -0.67 -4.45
O -0.86 -1.49 -2.19
O -1.48 0.77 -2.45
H -5.91 -1.21 -0.60
H -7.15 -1.77 -2.66
H -5.95 -1.83 -4.83
H -3.53 -1.32 -4.91
C -2.25 -0.04 3.38
O -1.25 0.02 2.38
Si 0.34 -0.47 2.63
C 0.30 -2.34 2.63
C 0.90 0.08 4.33
C 1.14 0.30 1.19
Si 1.18 2.15 1.34
C -0.32 2.87 2.21
C 2.70 2.79 2.22
C 1.09 3.00 -0.35
Si 2.68 -0.56 0.68
C 3.87 0.44 -0.38
C 2.23 -2.17 -0.22
C 3.76 -1.07 2.14
H -2.47 -1.08 3.66
H -3.16 0.40 2.99
H -1.94 0.51 4.27
H -0.29 -2.68 3.48
H 1.29 -2.80 2.71
H -0.17 -2.75 1.73
H 0.33 -0.42 5.13
H 0.81 1.15 4.47
H 1.95 -0.19 4.47
H -0.43 2.56 3.25
H -1.27 2.64 1.72
H -0.21 3.96 2.20
H 2.75 2.38 3.24
H 2.68 3.88 2.30
H 3.62 2.51 1.71
H 0.18 2.80 -0.92
H 1.94 2.77 -1.00
H 1.08 4.08 -0.16
H 3.39 1.10 -1.10
H 4.53 -0.24 -0.93
H 4.52 1.05 0.25
H 1.23 -2.19 -0.67
H 2.26 -3.02 0.47
H 2.93 -2.39 -1.03
H 4.10 -0.18 2.68
H 4.65 -1.61 1.80
H 3.25 -1.72 2.86
C 2.22 -0.71 -3.78
C 1.54 0.42 -3.10
N 1.28 1.53 -3.81
O 1.17 0.35 -1.92
H 2.94 -0.37 -4.52
H 1.46 -1.32 -4.28
H 2.72 -1.33 -3.04
H 1.44 1.54 -4.81
H 0.66 2.21 -3.42
*
```